Record 1
Density functional theory data (the ωB97M-V functional and the def2-TZVPD basis) for a single C23H19BrN2O5 molecule.

The calculation puts the lowest unoccupied orbital energy at -0.04 eV. The HOMO energy comes out at -8.658 eV. As for the SMILES: O=C(N[C@H](Cc1ccccc1)C(=O)O)/C(=C/c1cccc(Br)c1)NC(=O)c1ccco1. The charge is 0.

The geometry in XYZ format:
```
50
C23H19BrN2O5 | OMol25 | the ωB97M-V functional and the def2-TZVPD basis
O 0.41381 -0.30262 -2.57841
C 0.12063 -0.64181 -1.45096
N 0.74666 -1.63011 -0.78243
C 1.98809 -2.17189 -1.29925
C 3.20191 -1.36286 -0.81521
C 3.40642 -1.57358 0.65660
C 2.85143 -0.69183 1.57625
C 2.99711 -0.91188 2.93517
C 3.69727 -2.01631 3.39049
C 4.25417 -2.89914 2.48050
C 4.10684 -2.67981 1.12232
C 1.92278 -2.20936 -2.82836
O 2.77801 -1.80946 -3.56438
O 0.85691 -2.90654 -3.24414
C -1.08977 -0.06846 -0.75688
C -2.14887 -0.84671 -0.48631
C -3.41917 -0.42615 0.08821
C -3.53048 0.62192 1.00561
C -4.76214 0.97896 1.52332
C -5.91097 0.30597 1.14505
C -5.79679 -0.74734 0.25249
Br -7.36397 -1.70677 -0.26209
C -4.57580 -1.12330 -0.26924
N -1.05514 1.30773 -0.60060
C 0.12203 1.99896 -0.48816
O 1.19444 1.44762 -0.33744
C -0.04056 3.45207 -0.51455
C 0.90736 4.44231 -0.44504
C 0.20637 5.66297 -0.52853
C -1.11139 5.33202 -0.64102
O -1.27557 4.00346 -0.63323
H 0.57908 -1.74500 0.20532
H 2.06298 -3.21299 -0.95876
H 4.07492 -1.68475 -1.38363
H 3.01257 -0.31062 -1.03043
H 2.31624 0.17432 1.21594
H 2.56550 -0.21777 3.64214
H 3.81287 -2.18686 4.45088
H 4.80606 -3.75944 2.83064
H 4.54618 -3.36870 0.41439
H 0.81199 -2.88326 -4.21255
H -2.08278 -1.88668 -0.77247
H -2.64414 1.12989 1.35308
H -4.83154 1.78798 2.23485
H -6.87408 0.58346 1.54338
H -4.51228 -1.94708 -0.96391
H -1.92562 1.82254 -0.62880
H 1.96303 4.29480 -0.35126
H 0.62243 6.64878 -0.50877
H -1.99497 5.93332 -0.72979
```

Record 2
Density functional theory data (the ωB97M-V functional and the def2-TZVPD basis) for a single C6H9N molecule.

The calculation puts the lowest unoccupied orbital energy at 1.16 eV. The HOMO energy comes out at -8.282 eV. As for the SMILES: C[C@]12C[C@H]1[C@H]1N[C@H]12. The charge is 0.

The geometry in XYZ format:
```
16
C6H9N | OMol25 | the ωB97M-V functional and the def2-TZVPD basis
C -0.23640 -0.25773 2.00814
C -0.06075 0.03665 0.53802
C -0.56334 1.28193 -0.13266
C -1.04015 -0.05919 -0.61442
C 0.08947 -0.66797 -1.51260
N 1.15600 0.33013 -1.55155
C 1.04854 -0.56671 -0.40458
H -0.22621 -1.33702 2.23301
H -1.19217 0.15296 2.36932
H 0.56434 0.22860 2.58346
H -1.27439 1.89154 0.40416
H 0.13414 1.78947 -0.79412
H -2.09348 -0.33445 -0.59076
H -0.02500 -1.50549 -2.19767
H 1.92805 0.32410 -2.21486
H 1.79133 -1.30681 -0.12290
```

Record 3
Density functional theory data (the ωB97M-V functional and the def2-TZVPD basis) for a molecular structure, C4H4N2O.

The calculation puts the lowest unoccupied orbital energy at 0.38 eV. The HOMO energy comes out at -9.134 eV. The charge is 0.

The geometry in XYZ format:
```
11
C4H4N2O | OMol25 | the ωB97M-V functional and the def2-TZVPD basis
O 2.37209 -1.09133 0.48147
C 1.26162 -0.71970 0.17526
C 0.99032 0.69820 -0.24267
C -0.29205 1.22603 -0.44332
N -1.27028 0.29221 -0.15242
C -1.01209 -1.04100 0.02662
N 0.14720 -1.57374 0.18763
H 1.85993 1.30746 -0.48543
H 0.43203 1.58434 0.56221
H -2.23498 0.58389 -0.21633
H -1.89148 -1.68830 0.02005
```

Record 4
Density functional theory data (the ωB97M-V functional and the def2-TZVPD basis) for a molecular structure, C21H29CrN7O2P.

The calculation puts the lowest unoccupied orbital energy (alpha / beta) at -2.35 / -2.54 eV. The spin multiplicity is 5. The HOMO energy (alpha / beta) comes out at -11.047 / -11.382 eV. The charge is +1. As for the expectation value of S²: 6.017.

The geometry in XYZ format:
```
61
C21H29CrN7O2P | OMol25 | the ωB97M-V functional and the def2-TZVPD basis
Cr -0.96134 0.29492 0.14584
O -2.37717 -2.20801 2.99503
C -2.20630 -1.74795 1.89129
O -1.79369 -0.54130 1.62550
C -2.46698 -2.60844 0.63514
P -1.79175 -1.75524 -0.83820
C 0.01849 -2.03886 -0.71526
C 0.75444 -1.88904 -1.89991
C 2.12707 -2.05355 -1.90862
C 2.79686 -2.34761 -0.72554
C 2.08085 -2.51047 0.44971
C 0.69668 -2.37554 0.45797
C -2.27857 -2.90684 -2.16565
C -1.56600 -4.07736 -2.41680
C -2.04883 -4.99112 -3.33969
C -3.24044 -4.74659 -4.00862
C -3.94898 -3.58076 -3.76258
C -3.46831 -2.65819 -2.84577
H -3.54670 -2.71235 0.50968
H -2.05614 -3.61063 0.75322
H 0.22411 -1.66131 -2.81935
H 2.67443 -1.95822 -2.83781
H 3.87285 -2.46346 -0.72875
H 2.59744 -2.77539 1.36362
H 0.15035 -2.56133 1.37542
H -0.64159 -4.27828 -1.89150
H -1.49430 -5.90021 -3.53243
H -3.61591 -5.46871 -4.72138
H -4.87682 -3.38947 -4.28533
H -4.01562 -1.74238 -2.65459
N 0.31381 2.34382 -4.49077
N 0.44560 1.92101 -3.20587
N 1.62217 1.81427 -2.63127
C 1.30408 1.29340 -1.46539
N -0.02331 1.10852 -1.36284
N -0.56192 1.51296 -2.49892
H 1.16622 2.78887 -4.79634
H -0.51829 2.89736 -4.63334
H 2.01813 1.04831 -0.69789
C 0.89064 4.86090 1.35297
C 0.14253 4.31168 2.56926
N 0.64376 3.02006 3.03896
C 1.51603 3.02345 4.21698
C 2.98790 3.26338 3.88612
C 0.36716 1.89344 2.36454
C 0.91825 0.59726 2.88380
N -0.38102 1.86896 1.29144
H 0.44335 5.80746 1.04944
H 0.85097 4.17359 0.50757
H 1.93737 5.04206 1.59148
H -0.92618 4.22504 2.35536
H 0.23940 5.01414 3.39366
H 1.40141 2.08412 4.75183
H 1.16458 3.81091 4.88180
H 3.35494 2.53902 3.15816
H 3.58489 3.17223 4.79353
H 3.14400 4.26234 3.47997
H 0.45452 0.35271 3.83996
H 1.99893 0.63587 3.01474
H 0.67078 -0.19946 2.19137
H -0.76886 2.77598 1.06500
```

Record 5
Density functional theory data (the ωB97M-V functional and the def2-TZVPD basis) for 2 unconnected molecules or ions with the total composition C8H10O2.

The calculation puts the lowest unoccupied orbital energy at 0.70 eV. The HOMO energy comes out at -9.326 eV. As for the SMILES: c1ccccc1.CC(=O)O. The charge is 0.

The geometry in XYZ format:
```
20
C8H10O2 | OMol25 | the ωB97M-V functional and the def2-TZVPD basis
C 0.95088 -1.01749 -0.30564
C 0.47734 -0.16988 -1.34506
C -0.77182 -0.29386 -2.02479
C -1.59599 -1.25095 -1.56629
C -1.22379 -1.98506 -0.40686
C 0.03430 -2.01505 0.11920
H 2.15837 -1.17137 -0.08681
H 1.32989 0.63366 -1.62375
H -0.89413 0.43659 -2.91782
H -2.52526 -1.55605 -2.07941
H -2.08965 -2.81846 -0.26014
H 0.25878 -2.81675 0.79081
C -1.01968 1.23823 1.50481
C 0.50911 1.51200 1.03025
O 0.83986 2.47782 0.35831
O 1.54820 0.84506 1.85508
H -1.74826 1.44329 0.63277
H -1.17062 0.13616 1.81429
H -1.08685 2.05314 2.55590
H 2.50111 0.96917 1.43335
```

For the records above, the corresponding energy relative to the best compared isomer or geometry (same formula, charge and spin) values read 9.77, 378.51, 304.41, 43.37, 336.34 kJ/mol.